Entry from the Open Molecules 2025 dataset: the molecule C5H10O2S in a non-equilibrium geometry (wB97M-V/def2-TZVPD).

Each line ends with the natural charge from an NBO analysis.
Geometry (Å):
C1 0.22 -1.56 1.54  -0.624
C2 0.58 -0.31 0.74  0.100
C3 1.40 0.73 1.56  -0.638
C4 -0.46 1.03 -0.96  -0.219
C5 -1.80 -0.12 -3.01  0.234
H1 -0.41 -1.14 2.34  0.211
H2 1.08 -2.03 2.05  0.217
H3 -0.33 -2.29 0.93  0.225
H4 1.27 -0.63 -0.06  0.163
H5 2.33 0.29 1.94  0.214
H6 1.68 1.62 1.01  0.210
H7 0.80 1.05 2.42  0.209
H8 0.34 1.77 -0.83  0.186
H9 -1.36 1.60 -1.08  0.239
H10 -1.83 -0.74 -3.93  0.147
O1 -0.60 0.30 0.19  -0.527
O2 -2.78 0.28 -2.39  -0.537
S1 -0.15 0.13 -2.46  0.191

Output
- LUMO level: 0.727 eV
- Kohn-Sham gap: 10.66 eV
- SMILES: CC(C)OCSC=O
- E_HOMO: -9.93 eV

***

Entry from the Open Molecules 2025 dataset: a structure of composition C31H37N4RhS2Se2 (wB97M-V/def2-TZVPD).

Each line ends with the Löwdin charge.
Geometry (Å):
Rh1 -0.51 0.25 -0.82  0.432
S1 0.56 1.95 -3.84  0.522
C1 -0.81 0.93 -3.90  -1.159
N1 -1.43 0.38 -2.88  -0.106
C2 -2.53 -0.38 -3.29  -0.331
C3 -3.37 -1.11 -2.45  -0.055
C4 -4.40 -1.84 -3.01  -0.079
C5 -4.62 -1.84 -4.39  -0.089
C6 -3.79 -1.12 -5.23  -0.088
C7 -2.75 -0.40 -4.67  -0.480
S2 -1.52 0.54 -5.45  1.020
H1 -3.18 -1.12 -1.39  0.048
H2 -5.05 -2.42 -2.37  0.101
H3 -5.43 -2.42 -4.81  0.101
H4 -3.95 -1.13 -6.30  0.107
C8 -4.59 -1.16 1.49  -0.037
C9 -3.96 0.12 2.06  -0.584
C10 -3.07 -0.22 3.26  -0.035
C11 -5.05 1.13 2.45  -0.039
C12 -3.11 0.71 1.01  -0.152
N2 -2.42 1.12 0.19  0.136
H5 -5.26 -1.59 2.23  0.093
H6 -3.82 -1.90 1.23  0.075
H7 -5.16 -0.94 0.59  0.091
H8 -3.67 -0.70 4.03  0.094
H9 -2.62 0.68 3.68  0.080
H10 -2.27 -0.90 2.97  0.087
H11 -5.69 0.68 3.20  0.091
H12 -5.66 1.40 1.59  0.093
H13 -4.61 2.04 2.86  0.090
C13 2.88 0.92 3.49  -0.019
C14 1.58 1.72 3.34  -0.573
C15 1.88 3.22 3.21  -0.026
C16 0.64 1.46 4.52  -0.043
C17 0.91 1.27 2.11  -0.099
N3 0.37 0.92 1.15  0.142
H14 3.38 1.24 4.41  0.095
H15 3.55 1.09 2.65  0.070
H16 2.68 -0.15 3.56  0.097
H17 2.31 3.57 4.15  0.093
H18 0.97 3.78 3.02  0.094
H19 2.58 3.41 2.41  0.075
H20 1.12 1.81 5.43  0.091
H21 0.43 0.39 4.63  0.090
H22 -0.30 1.99 4.39  0.084
Se1 -0.70 -2.11 -0.25  0.640
C18 -0.87 -3.14 -1.85  -0.630
C19 -0.37 -2.75 -3.09  -0.121
C20 -0.57 -3.58 -4.18  -0.139
N4 -1.21 -4.74 -4.14  0.057
C21 -1.67 -5.12 -2.94  -0.159
C22 -1.52 -4.37 -1.79  -0.133
H23 0.16 -1.82 -3.21  0.045
H24 -0.19 -3.27 -5.16  0.108
H25 -2.18 -6.07 -2.90  0.100
H26 -1.92 -4.73 -0.85  0.089
C23 6.58 2.10 1.55  -0.049
C24 5.39 1.61 0.77  -0.292
C25 5.21 0.26 0.49  -0.027
C26 4.14 -0.20 -0.27  -0.303
C27 4.01 -1.67 -0.53  -0.087
C28 3.21 0.73 -0.77  -0.492
Se2 1.83 0.05 -1.92  0.779
C29 3.34 2.09 -0.46  -0.303
C30 2.34 3.11 -0.93  -0.088
C31 4.44 2.51 0.29  -0.039
H27 7.05 1.28 2.10  0.074
H28 6.30 2.87 2.27  0.075
H29 7.34 2.53 0.89  0.083
H30 5.93 -0.46 0.87  0.115
H31 4.79 -2.22 -0.01  0.075
H32 4.08 -1.89 -1.60  0.074
H33 3.03 -2.05 -0.21  0.064
H34 1.32 2.78 -0.74  0.038
H35 2.41 3.28 -2.00  0.056
H36 2.51 4.06 -0.42  0.076
H37 4.55 3.56 0.51  0.118

Output
- 2S+1: 5
- LUMO level (spin up / spin down): 0.269 / -1.445 eV
- Kohn-Sham gap (spin up / spin down): 7.22 / 6.00 eV
- <S²>: 6.0215
- E_HOMO (spin up / spin down): -6.95 / -7.45 eV

***

Entry from the Open Molecules 2025 dataset: a structure of composition C6H12O in a non-equilibrium geometry (wB97M-V/def2-TZVPD).

Each line ends with the natural charge from an NBO analysis.
Geometry (Å):
C1 -2.45 0.67 0.27  -0.631
C2 -1.47 -0.53 0.34  -0.239
C3 -0.51 -1.18 -0.85  -0.076
O1 0.92 -0.90 -1.21  -0.542
C4 1.43 -0.40 0.00  0.081
C5 2.62 0.55 -0.21  -0.620
C6 0.11 0.24 0.49  -0.423
H1 -3.49 0.43 0.55  0.220
H2 -2.48 1.10 -0.73  0.211
H3 -2.13 1.47 0.98  0.206
H4 -1.61 -1.01 1.34  0.203
H5 -0.49 -2.19 -0.52  0.192
H6 -1.02 -0.90 -1.74  0.199
H7 1.78 -1.23 0.65  0.157
H8 3.48 0.03 -0.66  0.222
H9 2.96 0.96 0.75  0.213
H10 2.35 1.38 -0.87  0.211
H11 -0.02 1.14 -0.12  0.205
H12 0.02 0.37 1.53  0.210

Output
- LUMO level: 1.104 eV
- Kohn-Sham gap: 9.82 eV
- E_HOMO: -8.72 eV

***

Entry from the Open Molecules 2025 dataset: a cluster of 2 separate species, C6H11NO2 in total in a non-equilibrium geometry (wB97M-V/def2-TZVPD).

Each line ends with the natural charge from an NBO analysis.
Geometry (Å):
C1 0.70 -0.20 -0.02  0.049
C2 2.21 -0.31 0.22  -0.621
C3 0.31 -0.74 -1.39  -0.634
C4 0.37 1.45 -0.03  0.756
N1 -0.03 -0.74 1.07  -0.892
O1 0.17 1.93 1.20  -0.686
O2 0.69 2.14 -0.96  -0.581
H1 -0.09 1.18 1.77  0.512
H2 -1.03 -0.83 0.86  0.394
H3 0.39 -1.55 1.51  0.381
H4 0.76 -0.13 -2.17  0.235
H5 2.46 0.08 1.21  0.220
H6 2.52 -1.35 0.17  0.209
H7 2.74 0.26 -0.53  0.235
H8 -0.77 -0.72 -1.52  0.216
H9 0.65 -1.77 -1.50  0.207
C5 -2.65 0.75 -0.18  -0.256
C6 -3.45 -0.06 0.21  -0.235
H10 -4.12 -0.81 0.52  0.236
H11 -1.81 1.44 -0.43  0.255

Output
- LUMO level: 0.820 eV
- Kohn-Sham gap: 10.23 eV
- SMILES: CC(C)(N)C(=O)O.C#C
- E_HOMO: -9.41 eV

***

Entry from the Open Molecules 2025 dataset: a structure of composition C44H51MoN5OP2Si2 in a non-equilibrium geometry (wB97M-V/def2-TZVPD).

Each line ends with the Löwdin charge.
Geometry (Å):
Mo1 -0.61 -1.29 -1.19  1.484
C1 -1.43 -4.38 -0.48  -0.178
Si1 -2.92 -3.37 0.02  0.358
C2 -4.32 -3.61 -1.15  -0.157
C3 -3.41 -3.64 1.76  -0.156
N1 -2.25 -1.72 -0.20  -0.413
P1 -2.87 -0.19 0.02  0.761
C4 -1.89 0.40 -1.26  -0.473
P2 -0.61 1.54 -1.42  0.742
N2 0.48 0.35 -1.76  -0.396
Si2 1.63 0.10 -3.09  0.344
C5 3.15 1.11 -2.83  -0.152
C6 1.91 -1.74 -2.89  -0.176
C7 0.89 0.41 -4.74  -0.159
C8 -0.07 2.48 0.00  -0.320
C9 -0.98 3.29 0.68  -0.076
C10 -0.55 4.10 1.72  -0.050
C11 0.79 4.12 2.07  -0.042
C12 1.71 3.34 1.39  -0.061
C13 1.28 2.51 0.35  -0.100
C14 -0.82 2.70 -2.75  -0.308
C15 0.05 3.79 -2.88  -0.070
C16 -0.03 4.60 -4.00  -0.052
C17 -0.98 4.33 -4.99  -0.045
C18 -1.86 3.27 -4.85  -0.054
C19 -1.78 2.44 -3.74  -0.084
C20 -2.60 0.32 1.72  -0.306
C21 -3.24 1.47 2.19  -0.100
C22 -3.03 1.89 3.50  -0.051
C23 -2.20 1.16 4.34  -0.038
C24 -1.59 0.00 3.88  -0.057
C25 -1.79 -0.42 2.57  -0.094
C26 -4.62 -0.12 -0.28  -0.314
C27 -5.06 0.00 -1.60  -0.075
C28 -6.41 -0.11 -1.89  -0.051
C29 -7.33 -0.33 -0.87  -0.043
C30 -6.90 -0.44 0.45  -0.050
C31 -5.55 -0.33 0.75  -0.079
H1 -1.67 -5.43 -0.70  0.059
H2 -0.67 -4.37 0.31  0.022
H3 -0.99 -3.99 -1.41  0.010
H4 -4.52 -4.69 -1.27  0.054
H5 -4.09 -3.19 -2.13  0.044
H6 -5.23 -3.14 -0.77  0.038
H7 -3.88 -4.63 1.85  0.056
H8 -4.15 -2.90 2.09  0.036
H9 -2.56 -3.61 2.45  0.038
H10 3.62 0.92 -1.86  0.012
H11 2.91 2.18 -2.90  0.042
H12 3.88 0.88 -3.61  0.056
H13 2.49 -1.97 -1.99  0.020
H14 2.43 -2.18 -3.75  0.061
H15 0.94 -2.28 -2.84  0.000
H16 0.86 1.48 -4.98  0.039
H17 -0.13 0.02 -4.80  0.041
H18 1.49 -0.09 -5.51  0.053
H19 -2.03 3.30 0.38  0.112
H20 -1.26 4.73 2.24  0.119
H21 1.13 4.76 2.88  0.121
H22 2.76 3.37 1.66  0.113
H23 1.99 1.89 -0.19  0.090
H24 0.77 4.01 -2.10  0.109
H25 0.63 5.45 -4.11  0.118
H26 -1.04 4.97 -5.86  0.119
H27 -2.61 3.08 -5.61  0.118
H28 -2.45 1.59 -3.63  0.092
H29 -3.90 2.04 1.55  0.119
H30 -3.52 2.79 3.86  0.121
H31 -2.05 1.48 5.36  0.122
H32 -0.97 -0.58 4.55  0.118
H33 -1.34 -1.34 2.22  0.083
H34 -4.34 0.16 -2.39  0.092
H35 -6.76 -0.01 -2.91  0.117
H36 -8.38 -0.42 -1.09  0.120
H37 -7.62 -0.61 1.25  0.119
H38 -5.21 -0.41 1.78  0.108
C32 7.27 -1.16 -0.51  -0.038
C33 6.41 -0.92 0.71  -0.263
C34 6.64 -1.60 1.90  -0.022
C35 5.85 -1.37 3.02  -0.017
C36 4.82 -0.45 2.98  -0.271
N3 4.06 -0.24 4.17  0.148
C37 2.79 0.25 4.30  -0.510
O1 2.38 0.82 5.29  0.100
N4 1.95 0.10 3.18  0.153
C38 1.89 -0.92 2.25  -0.212
C39 2.59 -2.13 2.33  0.046
C40 2.43 -3.08 1.34  0.004
C41 1.56 -2.84 0.30  -0.140
N5 0.87 -1.69 0.23  -0.119
C42 1.06 -0.75 1.16  -0.074
C43 4.58 0.24 1.80  -0.030
C44 5.36 0.00 0.68  -0.029
H39 8.17 -1.73 -0.27  0.082
H40 7.59 -0.22 -0.96  0.086
H41 6.73 -1.72 -1.28  0.082
H42 7.46 -2.31 1.96  0.122
H43 6.05 -1.91 3.95  0.127
H44 4.57 -0.21 5.04  0.163
H45 1.15 0.72 3.24  0.139
H46 3.25 -2.33 3.17  0.129
H47 2.97 -4.01 1.38  0.131
H48 1.40 -3.57 -0.48  0.109
H49 0.50 0.16 1.06  0.088
H50 3.79 0.99 1.76  0.101
H51 5.18 0.56 -0.23  0.100

Output
- LUMO level (spin up / spin down): -6.338 / -6.400 eV
- Kohn-Sham gap (spin up / spin down): 6.55 / 6.49 eV
- Charge: +2
- E_HOMO (spin up / spin down): -12.89 / -12.89 eV

***

Entry from the Open Molecules 2025 dataset: a cluster of 2 separate species, C4H8ClNO in total in a non-equilibrium geometry (wB97M-V/def2-TZVPD).

Each line ends with the natural charge from an NBO analysis.
Geometry (Å):
C1 3.13 0.29 0.14  0.530
C2 -2.54 -0.43 -1.02  -0.623
C3 -1.39 0.41 -0.39  -0.561
C4 -0.78 -0.21 0.87  0.006
N1 2.38 0.42 1.32  -0.852
O1 2.92 -0.55 -0.72  -0.601
Cl1 -0.94 -1.89 0.92  0.040
H1 -3.12 -0.69 -0.09  0.209
H2 -3.07 0.19 -1.69  0.216
H3 -2.06 -1.31 -1.52  0.222
H4 -1.76 1.38 -0.17  0.230
H5 -0.44 0.44 -0.88  0.263
H6 3.88 1.07 -0.01  0.111
H7 2.14 1.24 1.83  0.406
H8 1.66 -0.35 1.40  0.405

Output
- LUMO level: -0.389 eV
- Kohn-Sham gap: 8.37 eV
- E_HOMO: -8.76 eV